1.
{
  "formula": "C3H5N",
  "method": "wB97M-V/def2-TZVPD",
  "de_lowest_kcal_mol": 120.7,
  "homo_lumo_gap_ev": [8.651, 8.650],
  "homo_energy_ev": [-8.69, -8.69],
  "energy_ev": -4676.6234,
  "fmax_ha_per_bohr": 0.0618,
  "elements": ["C", "C", "C", "N", "H", "H", "H", "H", "H"],
  "xyz": [[1.77927, -0.40503, 0.02325], [-1.81794, -0.06934, 0.03541], [0.47756, -0.08174, 0.06734], [-0.71402, -0.63777, 0.00925], [2.61360, 0.31186, 0.07329], [2.18040, -1.41565, -0.07525], [-2.64389, -0.66968, -0.21423], [-1.75663, 1.08990, 0.31871], [-0.11835, 1.87745, -0.23776]],
  "nbo_charge": [-0.46, 0.01, 0.25, -0.44, 0.24, 0.22, 0.19, 0.19, -0.21]
}


2.
{
  "formula": "C3H5N",
  "method": "wB97M-V/def2-TZVPD",
  "de_lowest_kcal_mol": 106.4,
  "homo_lumo_gap_ev": 8.247,
  "homo_energy_ev": -7.43,
  "energy_ev": -4677.2415,
  "fmax_ha_per_bohr": 0.0350,
  "elements": ["C", "C", "C", "N", "H", "H", "H", "H", "H"],
  "xyz": [[2.46355, -0.23192, 0.04409], [-0.49085, 0.94886, 0.11963], [-1.38208, -0.22815, 0.11730], [1.37467, 0.12819, -0.07172], [3.46179, -0.53766, 0.20959], [-0.44236, 1.39411, -0.88384], [-1.13123, -0.92855, 0.91195], [-1.50850, -0.76745, -0.82798], [-2.34498, 0.22257, 0.38097]],
  "nbo_charge": [0.15, -0.15, -0.74, -0.26, 0.24, 0.11, 0.22, 0.18, 0.25]
}


3.
{
  "formula": "C3H5N2",
  "method": "wB97M-V/def2-TZVPD",
  "de_lowest_kcal_mol": 257.3,
  "homo_lumo_gap_ev": [9.233, 8.772],
  "homo_energy_ev": [-14.86, -14.84],
  "energy_ev": -6154.7350,
  "total_charge": 1,
  "fmax_ha_per_bohr": 0.0641,
  "elements": ["C", "C", "C", "N", "N", "H", "H", "H", "H", "H"],
  "xyz": [[0.89562, 0.43615, 0.11907], [-0.33320, 0.06560, 0.81363], [-0.25768, -0.00255, -0.77628], [-0.50638, -1.17317, 0.03067], [-1.33930, 0.79757, 0.05596], [1.74868, 1.06898, 0.09619], [3.03849, -1.36914, -0.40952], [0.11876, -1.94413, 0.19431], [-2.19541, 0.30428, -0.00785], [-1.16957, 1.81641, -0.11618]],
  "nbo_charge": [-0.12, 0.24, 0.26, -0.56, -0.52, 0.27, 0.03, 0.45, 0.48, 0.48]
}


4.
{
  "formula": "C3H5N2",
  "method": "wB97M-V/def2-TZVPD",
  "de_lowest_kcal_mol": 124.5,
  "homo_lumo_gap_ev": 10.310,
  "homo_energy_ev": -14.89,
  "energy_ev": -6160.4951,
  "total_charge": 1,
  "fmax_ha_per_bohr": 0.0997,
  "elements": ["C", "C", "C", "N", "N", "H", "H", "H", "H", "H"],
  "xyz": [[1.40410, -0.38574, -0.14989], [0.20442, -0.06554, 0.34714], [-1.63563, -0.01099, -0.39016], [-0.92253, -0.89469, 0.12139], [-0.68599, 1.09499, 0.20282], [2.24729, 0.26642, -0.39605], [1.73027, -1.38426, -0.41247], [-1.20219, -1.88669, 0.03099], [-0.94863, 1.56582, 1.05506], [-0.19112, 1.70069, -0.40882]],
  "nbo_charge": [-0.35, 0.26, 0.35, -0.56, -0.61, 0.26, 0.26, 0.48, 0.46, 0.45]
}


5.
{
  "formula": "C3H5N2",
  "method": "wB97M-V/def2-TZVPD",
  "de_lowest_kcal_mol": 132.3,
  "homo_lumo_gap_ev": 10.864,
  "homo_energy_ev": -15.41,
  "energy_ev": -6160.1546,
  "total_charge": 1,
  "fmax_ha_per_bohr": 0.1125,
  "elements": ["C", "C", "C", "N", "N", "H", "H", "H", "H", "H"],
  "xyz": [[-1.19226, 0.66892, 0.14610], [0.20917, 0.65263, -0.41119], [-0.03979, -0.85929, -0.33807], [-1.37626, -0.57186, 0.15544], [0.89736, -0.21821, 0.50451], [-1.84278, 1.36671, 0.36524], [0.73288, 1.32972, -1.07908], [-0.04018, -1.84838, -1.21254], [1.83628, -0.42670, 0.24482], [0.81559, -0.09353, 1.62477]],
  "nbo_charge": [0.13, -0.13, 0.08, -0.32, -0.52, 0.22, 0.28, 0.34, 0.46, 0.47]
}


6.
{
  "formula": "C3H5N2O",
  "method": "wB97M-V/def2-TZVPD",
  "de_lowest_kcal_mol": 37.8,
  "homo_lumo_gap_ev": [6.507, 6.513],
  "homo_energy_ev": [-1.99, -1.99],
  "energy_ev": -8216.3336,
  "total_charge": -1,
  "fmax_ha_per_bohr": 0.0622,
  "elements": ["C", "C", "C", "N", "N", "O", "H", "H", "H", "H", "H"],
  "xyz": [[-0.62232, -0.79376, 0.84211], [-1.29558, 0.39389, 0.80936], [1.20015, -0.16418, -0.49903], [0.56841, -1.10151, 0.37203], [0.45521, 0.98417, -0.98449], [0.28133, 1.00382, -2.23849], [-1.11391, -1.65417, 1.30952], [-2.34246, 0.43513, 1.08230], [-0.80302, 1.31838, 0.58811], [2.02729, 0.31269, 0.05971], [1.64491, -0.73447, -1.34115]],
  "nbo_charge": [0.02, -0.72, -0.16, -0.64, 0.07, -0.42, 0.15, 0.17, 0.21, 0.18, 0.15]
}


7.
{
  "formula": "C3H5N2O",
  "method": "wB97M-V/def2-TZVPD",
  "de_lowest_kcal_mol": 180.8,
  "homo_lumo_gap_ev": [7.479, 7.472],
  "homo_energy_ev": [-13.45, -13.44],
  "energy_ev": -8205.3534,
  "total_charge": 1,
  "fmax_ha_per_bohr": 0.0978,
  "elements": ["C", "C", "C", "N", "N", "O", "H", "H", "H", "H", "H"],
  "xyz": [[1.71614, 0.03236, 1.10496], [-0.09408, -0.85157, -0.87914], [0.00189, 0.63803, -0.68021], [-2.11817, 0.22341, 0.46008], [-1.02798, 0.05185, -0.12582], [1.63545, -1.10473, 1.21832], [1.93858, 1.03515, 1.06946], [-0.59092, -1.15926, -1.73619], [0.31977, -1.67119, -0.23855], [0.50528, 1.54748, -0.78877], [-2.28596, 1.25846, 0.59587]],
  "nbo_charge": [0.66, -0.20, -0.22, -0.31, 0.01, -0.26, 0.27, 0.23, 0.22, 0.25, 0.35]
}


8.
{
  "formula": "C3H5N2O",
  "method": "wB97M-V/def2-TZVPD",
  "de_lowest_kcal_mol": 80.5,
  "homo_lumo_gap_ev": [7.896, 7.897],
  "homo_energy_ev": [-13.02, -13.02],
  "energy_ev": -8209.7011,
  "total_charge": 1,
  "fmax_ha_per_bohr": 0.0517,
  "elements": ["C", "C", "C", "N", "N", "O", "H", "H", "H", "H", "H"],
  "xyz": [[-0.18700, -0.50497, -1.04012], [1.24219, -0.37680, 0.84759], [-0.77747, 0.96285, 0.67944], [1.00921, -0.74063, -0.37654], [-1.05186, 0.28756, -0.43398], [1.95403, -0.17463, 1.73248], [-0.37454, -0.98095, -1.98313], [-1.58183, 1.28844, 1.31233], [0.17901, 1.44135, 0.80119], [1.60108, -1.48357, -0.76097], [-2.01282, 0.28138, -0.77830]],
  "nbo_charge": [0.18, 0.82, -0.32, -0.60, -0.41, -0.34, 0.25, 0.25, 0.23, 0.47, 0.46]
}